12 unconnected molecules or ions with the total composition C48H104O24S8 in a non-equilibrium geometry. Source: the Open Molecules 2025 dataset; level of theory: ωB97M-V/def2-TZVPD.

```
184
Properties=species:S:1:pos:R:3:forces:R:3
S 1.00520 2.73829 7.45168 0.58 -0.59 -0.75
S -9.33030 -4.34406 2.13592 -1.60 0.28 -0.35
S 7.45365 3.93887 0.70049 -1.06 -1.08 3.76
S 7.25337 -2.89006 1.22752 0.84 1.80 0.02
S -4.73463 1.87950 2.64543 0.20 0.81 0.42
S -1.08066 4.43888 -8.21095 -0.03 -0.15 -0.23
S 4.08902 -3.32046 -5.52814 2.26 -0.93 0.11
S -7.42193 -0.20800 -4.10940 1.78 -0.67 -0.58
O -4.63058 1.75059 1.20094 -0.28 0.09 1.63
O -4.41035 0.76978 3.52337 -0.23 1.61 -1.12
O -8.28559 0.20553 -3.00688 0.85 -0.68 -1.83
O 2.20760 2.67380 6.57259 -2.92 0.25 2.72
O -1.90285 4.97109 -9.57821 1.53 -0.66 1.10
O -7.74575 -4.80466 2.15414 -3.72 -0.06 2.65
O 6.62335 -1.88370 2.10688 1.16 -2.64 -1.33
O 6.48676 3.50272 -0.28545 1.88 0.76 0.35
O 6.28487 -4.18955 1.03134 -1.15 3.91 0.42
O 7.96442 5.29368 0.86388 -0.58 -1.55 -1.03
O -0.22962 3.30909 -8.58618 -1.83 1.89 0.26
O 0.06732 3.85562 7.37798 1.55 -1.24 0.34
O 8.63005 -3.37954 1.43398 -2.53 0.85 0.09
O 8.68414 2.88204 0.80624 -1.38 0.11 -1.17
O -9.54298 -2.90391 2.35898 1.15 -2.56 -0.78
O 2.52648 -2.97294 -5.88288 2.81 -1.92 -0.84
O 4.75580 -2.15354 -4.90722 -1.72 -2.06 -1.27
O -3.82122 3.17359 3.11420 -0.61 -1.50 0.26
O 4.74127 -4.00866 -6.67708 -2.18 2.06 2.30
O -2.07776 4.32799 -7.15007 1.36 0.05 -1.28
O 1.49578 2.48280 9.03408 0.96 0.96 -2.83
O -6.76571 -1.52936 -4.12935 -1.31 2.73 0.25
O -10.08204 -5.25593 2.98642 1.67 0.92 -0.95
O -8.16972 -0.13763 -5.60293 2.21 -1.20 2.34
C -1.53943 -11.84777 2.58544 -0.17 -0.18 -1.23
C 5.86123 -6.49816 0.87170 -1.01 -0.35 0.37
C 1.24133 -11.84898 2.27884 1.11 -0.89 -0.63
C -2.52391 5.19401 2.74298 -0.33 -0.57 -0.52
C 0.67185 -3.84864 1.05205 -0.09 -0.02 0.38
C -9.33463 0.58248 -5.66439 -1.82 1.63 0.02
C 6.72221 3.43853 2.38877 0.20 0.53 -1.37
C -0.81576 -10.71459 2.83554 0.39 0.34 0.55
C 0.52017 -12.97043 1.94545 -0.33 -0.91 -0.06
C 2.68281 -7.14049 6.58723 0.52 0.37 -0.25
C -0.96285 9.59526 -2.38296 0.97 -0.26 0.54
C -3.24554 8.73552 -2.47375 -0.16 0.44 -0.16
C 1.42868 2.42133 11.39671 -0.04 0.45 -0.45
C -6.36396 2.54110 3.12110 -0.06 -0.03 -0.62
C 9.78152 3.19334 1.65810 1.74 -0.22 0.39
C -6.23505 -5.48143 0.56110 0.42 1.18 0.06
C -6.85542 -4.25170 1.27571 1.59 -0.21 -1.83
C -9.74244 -4.85183 0.38170 0.60 -0.32 0.11
C 2.18755 8.60238 -1.51189 -0.83 -0.04 -0.43
C 0.62925 2.72184 10.10758 -1.08 -1.47 1.88
C -2.37214 9.83835 -1.86864 -0.05 -0.54 -0.60
C 0.56517 -10.77069 2.69568 -0.47 2.31 0.96
C 0.02913 5.87159 -7.84219 -1.25 -0.55 -0.32
C -0.84644 -12.94956 2.09537 -0.52 -0.63 0.38
C 0.18604 -2.41799 0.99055 -0.84 0.15 -0.55
C 1.09656 -1.42337 0.37916 1.39 0.97 -1.65
C 5.06675 -5.90127 6.06577 -0.41 0.40 -0.77
C 0.39794 -2.11996 -5.86399 0.91 -0.12 0.08
C -9.69124 0.64993 -7.10024 -0.36 -0.55 -1.25
C -3.64649 4.27601 2.22879 0.71 0.54 -0.77
C 1.57300 9.92649 -1.96138 0.74 0.97 1.52
C 3.88029 -5.27077 5.70183 1.28 1.03 -0.31
C -2.76596 6.13272 -9.42410 0.04 0.16 0.55
C 1.75559 -2.12591 -5.09634 -1.91 1.62 0.02
C 5.06414 -7.15198 6.63025 0.52 0.14 -0.14
C 3.93254 -4.66176 -4.23816 0.02 0.88 -0.99
C 0.01854 1.21087 7.22737 0.48 0.51 -0.06
C 3.87044 -7.83686 6.90113 -0.35 1.81 -0.15
C 6.86389 -5.39901 1.07937 2.14 -3.72 0.04
C 2.69400 -5.84135 5.96013 -1.19 -2.85 0.93
C 0.40200 -0.18975 -0.31356 0.82 -0.41 1.62
C 0.11153 10.24654 -1.50810 0.57 0.03 -1.97
C 1.42887 0.84148 -0.76535 -1.08 1.26 -1.06
C 7.13775 -2.22834 -0.46217 0.20 -1.24 1.03
C -6.17188 1.18685 -4.43902 -0.85 -1.22 0.50
C -2.53674 7.08797 -10.58652 0.94 -0.95 -0.79
C 10.26882 1.91896 2.44952 0.35 1.33 -1.02
C 0.77089 2.11524 -1.43230 1.01 -0.39 1.02
H -2.61798 -11.84968 2.52964 -0.12 -0.02 0.51
H 1.57593 -2.49598 -4.08694 0.34 -0.16 0.11
H 0.02730 -3.14092 -5.77257 -0.41 0.16 -0.09
H 6.07352 -2.19410 -0.69528 0.20 0.43 -0.06
H 7.68560 -5.49975 0.37032 0.04 0.19 -0.30
H 0.85662 2.42654 12.32451 -0.48 0.47 -0.26
H 7.32055 -5.60610 2.04719 0.11 0.25 0.19
H -3.12030 8.75872 -3.55628 0.01 -0.02 -0.14
H -2.46794 6.65461 -8.51475 -0.31 -0.05 0.18
H 0.33646 6.29025 -8.80052 0.16 -0.13 0.15
H -9.18240 -5.75856 0.15303 0.29 -0.01 0.48
H 1.99397 1.24147 0.07653 0.13 -0.34 0.10
H 6.32508 -7.47796 0.75798 0.29 0.16 0.03
H -2.76518 5.69127 3.68245 0.01 -0.12 -0.06
H -0.10178 1.91350 10.09074 -0.63 0.17 -0.19
H 3.89807 -8.77831 7.42961 -0.27 -0.12 -0.19
H 6.08628 4.28366 2.65229 0.17 -0.15 0.37
H -7.09172 1.74911 2.94446 0.09 -0.03 0.17
H 1.76667 7.94574 -2.27331 0.45 -1.00 0.49
H 1.81284 10.01237 -3.02119 -0.79 0.15 -0.26
H 3.91428 -4.31273 5.20442 0.09 0.14 -0.06
H 1.90718 8.29775 -0.50358 -0.30 -0.03 -0.07
H 1.73204 -7.59500 6.82359 -0.11 -0.07 -0.05
H 0.00424 -4.45296 1.66622 -0.06 -0.05 0.01
H 1.88399 -1.22617 1.10660 -0.08 1.00 0.21
H 5.98858 -5.42350 5.76849 0.22 -0.02 0.28
H 4.94294 -4.98229 -3.98429 0.05 0.51 0.09
H -6.43045 2.94827 4.13001 0.53 -0.63 0.15
H -10.11234 0.16060 -5.02776 -0.01 -0.05 -0.02
H 0.60636 -1.93248 -6.91733 0.04 -0.03 0.00
H 1.71849 -1.79695 -0.43432 -0.10 -0.80 -0.31
H -4.55510 4.85387 2.05966 -0.36 -0.07 0.50
H 2.21712 3.16977 11.47615 0.29 -0.37 0.18
H -3.39696 3.89638 1.23797 0.24 -0.12 0.03
H -0.61165 6.57050 -7.30459 0.25 0.06 0.02
H 7.70246 -1.29699 -0.50433 -0.33 -0.05 -0.01
H -8.93485 1.25371 -7.60167 -0.16 0.04 -0.21
H -0.21333 1.12676 6.16564 0.06 0.14 0.06
H -0.67495 -2.39742 0.32245 -0.66 -0.16 0.49
H 1.15623 -9.90511 2.95610 -0.10 0.30 0.04
H -0.90028 9.86230 -3.43790 0.09 0.64 -0.03
H -3.76699 5.72086 -9.29610 -0.07 0.37 -0.13
H -7.33986 -3.55656 0.58999 0.03 0.02 -0.12
H 2.31330 -11.73778 2.20881 0.13 -0.49 -0.13
H 0.64829 -4.27183 0.04783 0.32 -0.09 0.01
H 0.12708 1.92956 -2.29202 -0.05 -0.12 0.18
H 5.25411 -6.54596 1.77570 -0.23 -0.13 -0.01
H 0.27593 2.68106 -0.64302 -0.60 -0.13 -0.14
H 0.86315 5.54537 -7.22082 -0.19 -0.16 -0.19
H -2.67160 10.83472 -2.19369 -0.23 0.03 -0.13
H 0.09575 3.67226 10.12069 0.44 0.16 -0.32
H -9.19027 1.63299 -5.41205 0.16 0.08 0.80
H -0.34023 -1.37671 -5.56269 0.18 -0.15 0.44
H -5.30794 1.13757 -3.77626 -0.28 -0.37 0.21
H -2.35383 5.93403 1.96096 -0.11 0.23 0.10
H 2.17462 10.72487 -1.52696 0.11 0.21 0.14
H -10.68740 1.05390 -7.28068 0.10 0.20 0.13
H -2.77634 6.63574 -11.54891 -0.55 -0.04 0.06
H -1.58496 4.64596 2.82117 -0.10 -0.10 0.26
H -5.83494 -5.16173 -0.40108 -0.03 -0.28 -0.13
H -0.28248 0.26454 0.40283 -0.10 0.23 0.12
H -0.90632 1.29522 7.79800 0.15 0.16 0.00
H -2.87599 7.76158 -2.15283 -0.25 -0.04 0.17
H 1.78694 1.39245 11.36260 0.50 0.20 -0.32
H -9.67054 -0.34333 -7.54868 0.00 -0.07 -0.04
H 1.66362 -3.93057 1.49679 0.15 -0.04 -0.17
H 9.60521 4.06312 2.29095 -0.46 -0.23 0.21
H 0.00491 11.32310 -1.64128 -0.09 0.19 0.50
H 2.12648 0.43839 -1.49948 0.13 -0.30 0.14
H 9.63387 1.69688 3.30722 -0.18 -0.53 -0.49
H 3.47227 -5.53951 -4.69183 -0.38 0.35 -0.04
H -6.72365 2.10054 -4.21809 0.04 -0.04 -0.38
H -1.25305 -9.80115 3.21079 -0.22 0.03 -0.11
H 1.57515 2.79276 -1.71906 0.08 -0.08 -0.39
H 2.22549 -1.14302 -5.06170 -0.08 0.03 0.15
H 11.28089 2.02449 2.84024 0.00 0.92 0.29
H -6.63798 3.38694 2.49056 0.33 -0.17 -0.42
H -0.24090 -0.52959 -1.12554 0.19 -0.19 -0.21
H 7.53081 3.21244 3.08385 0.03 0.66 -0.04
H -4.31627 8.84260 -2.30011 0.03 -0.10 0.28
H 5.16346 -6.38328 0.04223 0.22 0.33 -0.18
H 6.07889 -7.48495 6.79091 -0.18 -0.90 0.43
H -0.66064 8.55000 -2.44786 -0.62 -0.54 0.39
H -6.08463 -3.70776 1.82169 -0.09 0.14 0.02
H 3.38687 -4.24151 -3.39332 0.07 -0.24 -0.02
H 6.14257 2.51657 2.34285 -0.06 0.17 -0.62
H -6.97734 -6.27377 0.46460 0.14 0.12 -0.17
H 10.51649 1.14829 1.71958 -1.10 -0.53 0.14
H 7.61875 -3.01950 -1.03731 0.01 0.24 -0.30
H -2.43079 9.87878 -0.78097 0.14 -0.32 0.10
H -1.45225 7.14931 -10.67719 0.19 0.43 0.19
H -9.45261 -4.15377 -0.40368 -0.16 0.43 0.45
H -1.37605 -13.87115 1.90408 -0.22 0.00 -0.21
H 10.53660 3.54963 0.95736 0.43 -0.23 0.22
H 1.76844 -5.40236 5.61801 -0.12 0.08 0.23
H 0.59230 0.34280 7.55192 0.11 0.21 -0.02
H -10.77105 -5.18578 0.24558 -0.17 0.65 0.60
H -2.93466 8.10211 -10.55058 -0.26 -0.29 0.46
H -5.39786 -5.82907 1.16639 -0.11 -0.25 -0.05
H 3.27737 8.58689 -1.52434 -0.06 0.10 -0.39
H 0.92192 -13.91312 1.60435 0.52 0.14 -0.07
H -0.07434 9.96028 -0.47291 0.28 0.10 0.07
H -0.04784 -1.96988 1.95627 -0.55 -0.50 0.18
H -5.82355 1.06285 -5.46440 -0.32 0.16 0.07
```
Forces are in eV/Å.

SMILES	CCOS(C)(=O)=O.CCOS(C)(=O)=O.CCOS(C)(=O)=O.CCOS(C)(=O)=O.CCOS(C)(=O)=O.CCOS(C)(=O)=O.CCOS(C)(=O)=O.CCOS(C)(=O)=O.c1ccccc1.c1ccccc1.CCCCCC.CCCCCC
E_LUMO	0.0029	hartree
molar mass	1321.9	g mol⁻¹
max |F|	4.56	eV Å⁻¹

Atomic partial charges in e from the Löwdin method, atoms 1 to 5: S 0.7056; S 0.6945; S 0.6697; S 0.6880; S 0.6538